# 1
Here is a single C2H3N3S2 molecule in a non-equilibrium geometry from the Open Molecules 2025 dataset. Energies are from wB97M-V/def2-TZVPD.

```
10
Properties=species:S:1:pos:R:3:forces:R:3:nbo_charge:R:1
S 2.693008 -0.500119 -0.002566 0.0 0.6 0.1 0.021
C 1.066541 0.172447 0.036350 1.0 0.1 -0.4 0.181
N 0.679426 1.428105 0.006735 -0.2 -1.8 0.1 -0.295
N -0.704277 1.365389 -0.029190 -0.5 -1.0 0.0 -0.305
C -1.061713 0.088046 -0.027316 0.0 1.7 0.0 0.159
S -2.703329 -0.490554 -0.005266 -0.2 -0.2 0.0 0.036
N 0.034851 -0.717349 -0.009994 -0.5 1.8 0.1 -0.566
H 3.222897 0.731423 0.011900 0.2 -0.1 0.0 0.167
H -3.231003 0.720683 0.229019 0.2 0.0 0.0 0.172
H 0.074264 -1.697320 0.057337 0.1 -1.1 0.1 0.429
```
Positions in Å, forces in eV/Å.

Its multiplicity is 1. The frontier orbital gap is 9.0 eV.

***

# 2
Here is C25H18Cl2CoNS3Si as an isolated structure from the Open Molecules 2025 dataset. Energies are from wB97M-V/def2-TZVPD.

```
51
Properties=species:S:1:pos:R:3:forces:R:3:nbo_charge:R:1
Co -0.002879 -2.235546 0.586530 0.2 0.0 0.3 0.517
S 3.400679 -4.030332 2.855821 -0.1 0.0 0.0 -0.277
C 2.158647 -3.325975 1.995989 0.0 0.1 -0.1 -0.507
S 0.938107 -2.255723 2.594489 0.1 0.1 0.1 -0.100
S 1.853209 -3.472447 0.302864 0.2 -0.2 -0.2 -0.177
Cl -2.910794 -0.109390 2.017405 -0.1 0.0 0.0 -0.037
C -3.755417 -1.207948 0.953713 0.0 0.0 0.1 -0.133
C -5.131668 -1.156459 0.935451 0.0 0.0 0.0 -0.215
C -5.874328 -1.997802 0.110183 0.1 0.1 0.1 -0.335
C -5.173497 -2.888993 -0.695352 0.1 -0.1 -0.1 -0.230
C -3.797973 -2.932889 -0.666627 0.1 -0.1 -0.2 -0.121
Cl -2.980820 -4.073684 -1.719195 -0.1 0.1 0.0 -0.049
C -2.964190 -2.108816 0.165104 0.2 0.1 -0.2 0.212
N -1.654334 -2.185154 0.164127 -0.6 -0.2 0.2 -0.915
H -5.625275 -0.437034 1.577903 0.0 0.0 0.0 0.203
H -6.955133 -1.957397 0.093434 0.0 0.0 0.0 0.191
H -5.699983 -3.563827 -1.359953 0.0 0.0 0.0 0.203
C -2.077117 2.649546 -2.361703 0.0 0.0 0.0 -0.240
C -2.386569 1.299021 -2.270391 0.0 0.0 0.0 -0.218
C -1.567749 0.434315 -1.549716 0.1 0.2 0.0 -0.217
C -0.418179 0.895996 -0.902216 0.0 0.2 0.0 -0.395
C -0.123907 2.262355 -1.010814 -0.1 0.0 -0.1 -0.231
C -0.937903 3.132696 -1.728422 0.0 -0.1 0.0 -0.241
Si 0.781206 -0.226020 0.087035 -0.2 -0.1 -0.1 1.340
C 1.266964 0.926402 1.532639 0.1 0.1 0.0 -0.383
C 2.413079 1.727023 1.510718 -0.1 0.0 0.1 -0.252
C 2.708636 2.608874 2.550030 -0.1 -0.1 -0.1 -0.223
C 1.853252 2.713333 3.636053 0.0 0.0 0.0 -0.240
C 0.706834 1.926460 3.678222 0.0 0.0 -0.1 -0.228
C 0.425747 1.044979 2.643643 0.0 0.0 0.0 -0.204
C 2.349496 -0.213770 -1.005714 0.1 0.0 -0.1 -0.503
C 2.345536 0.234188 -2.328964 0.1 0.0 0.1 -0.216
C 3.501192 0.218786 -3.108991 -0.1 0.0 0.1 -0.227
C 4.693765 -0.242171 -2.574093 0.0 0.0 0.1 -0.239
C 4.724414 -0.692640 -1.257646 -0.1 0.0 0.0 -0.252
C 3.567113 -0.683719 -0.490189 0.0 0.0 -0.1 -0.111
H -2.721691 3.323194 -2.915734 0.0 0.0 0.0 0.188
H -3.278241 0.912133 -2.751152 0.0 0.0 0.0 0.199
H -1.819777 -0.613870 -1.468013 0.0 0.0 0.0 0.242
H 0.756952 2.658210 -0.514688 0.0 0.0 0.0 0.208
H -0.686663 4.186431 -1.786796 0.0 0.0 0.0 0.190
H 3.093271 1.660888 0.669199 0.0 0.0 0.0 0.212
H 3.610588 3.210051 2.508447 0.0 0.0 0.0 0.189
H 2.080526 3.394222 4.448873 0.0 0.0 0.0 0.189
H 0.036792 1.989248 4.528357 0.0 0.0 0.0 0.196
H -0.457292 0.418747 2.701966 0.1 0.0 0.0 0.226
H 1.422586 0.602955 -2.762042 0.0 0.0 0.0 0.213
H 3.464326 0.566922 -4.135698 0.0 0.0 0.0 0.189
H 5.594437 -0.258266 -3.178001 0.0 0.0 0.0 0.189
H 5.647855 -1.068825 -0.832659 0.0 0.0 0.0 0.200
H 3.606171 -1.058275 0.526578 0.0 0.0 0.0 0.218
```
Positions in Å, forces in eV/Å.

Its multiplicity is 1. The net charge is -2. The frontier orbital gap is 5.8 eV.

***

# 3
Here is C28H18BrClN3O7S2SiW as an isolated structure in a non-equilibrium geometry from the Open Molecules 2025 dataset. Energies are from wB97M-V/def2-TZVPD.

```
62
Properties=species:S:1:pos:R:3:forces:R:3:nbo_charge:R:1
W -1.460255 0.263383 0.582155 -0.2 -0.4 1.2 1.798
S -1.037592 0.559803 2.936958 0.0 -0.1 -0.1 0.212
C 0.028177 1.854237 2.494901 0.0 0.0 0.0 -0.229
S -0.278778 2.247730 0.816133 0.1 0.3 0.0 0.226
C 0.919937 2.486340 3.276732 0.0 0.0 0.1 -0.289
C 1.102785 2.065581 4.634799 0.0 0.2 0.0 0.242
N 1.227151 1.729849 5.726225 0.0 -0.1 0.0 -0.209
C 1.689921 3.577185 2.754499 0.0 -0.1 0.1 0.258
N 2.297096 4.437181 2.295115 -0.1 0.0 0.0 -0.228
O -0.032382 -0.783093 0.373428 -0.5 0.3 -0.8 -0.858
Si 1.501414 -1.292895 -0.331633 0.1 0.0 -0.1 1.890
C 2.609736 0.095617 0.135300 0.0 0.1 0.0 -0.519
C 3.144771 0.136693 1.429177 0.0 0.1 0.0 -0.210
C 3.926147 1.207871 1.834298 0.0 0.0 0.0 -0.215
C 4.182740 2.249375 0.950255 0.0 0.0 0.0 -0.164
C 3.663506 2.221714 -0.337081 0.0 0.0 0.0 -0.216
C 2.878640 1.151649 -0.742901 0.0 0.0 0.1 -0.188
C 1.107091 -1.385949 -2.143632 0.0 0.0 0.0 -0.479
C 1.688855 -2.382057 -2.931450 0.0 -0.1 0.1 -0.193
C 1.444845 -2.444682 -4.296414 0.0 0.0 0.0 -0.197
C 0.614129 -1.513384 -4.898188 0.0 0.0 0.0 -0.178
C 0.027513 -0.511127 -4.136887 0.0 -0.1 0.0 -0.196
C 0.279510 -0.454530 -2.776872 0.0 0.1 0.1 -0.216
C 1.903748 -2.867714 0.522238 0.1 -0.1 0.0 -0.497
C 1.051824 -3.476881 1.445213 0.1 0.0 0.0 -0.206
C 1.418095 -4.660136 2.069907 0.0 0.0 0.0 -0.194
C 2.640063 -5.248497 1.778433 0.0 0.0 0.0 -0.179
C 3.505080 -4.648940 0.873411 0.0 0.0 0.0 -0.204
C 3.142626 -3.462556 0.255743 0.0 0.0 0.0 -0.198
H 2.959927 -0.680492 2.118626 0.0 0.0 0.0 0.225
H 4.341981 1.228552 2.833548 0.0 0.0 0.0 0.230
H 4.788831 3.088085 1.266949 0.0 0.0 0.0 0.235
H 3.869140 3.034533 -1.020817 0.0 0.0 0.0 0.230
H 2.482160 1.132015 -1.752124 0.0 0.0 0.0 0.220
H 2.326928 -3.130962 -2.476143 0.0 0.0 0.0 0.222
H 1.899802 -3.226709 -4.889596 0.0 0.0 0.0 0.230
H 0.423417 -1.565610 -5.961952 0.0 0.0 0.0 0.229
H -0.614140 0.224226 -4.603906 0.0 0.0 0.0 0.224
H -0.160270 0.370519 -2.222607 -0.1 0.0 0.1 0.182
H 0.100420 -3.024347 1.690310 -0.1 0.0 0.0 0.204
H 0.752048 -5.121399 2.787148 0.0 0.0 0.0 0.224
H 2.924244 -6.172149 2.265136 0.0 0.0 0.0 0.228
H 4.463526 -5.101333 0.656420 0.0 0.0 0.0 0.228
H 3.841368 -2.992705 -0.429795 0.0 0.0 0.0 0.216
Br -7.948698 4.214350 1.014225 0.0 0.0 0.0 0.137
C -6.446539 3.822941 -0.038180 0.0 0.0 0.0 -0.151
C -6.285190 4.441946 -1.278471 0.0 0.0 0.0 0.084
N -5.247611 4.219976 -2.080521 0.0 0.0 0.0 -0.382
C -4.321230 3.365139 -1.674698 0.0 0.0 0.0 0.111
C -4.404806 2.700943 -0.452379 0.0 0.0 0.0 -0.252
C -5.492379 2.930684 0.391813 0.0 0.0 0.0 -0.114
C -3.369247 1.779057 -0.051471 0.0 0.0 -0.2 0.825
O -2.331229 1.541113 -0.800527 0.3 -0.2 -0.1 -0.657
O -3.364843 1.140094 1.041097 -0.1 -0.1 0.0 -0.636
H -7.030620 5.145449 -1.629962 0.0 0.0 0.0 0.225
H -3.481687 3.196224 -2.338306 0.0 0.0 0.0 0.219
H -5.574988 2.424967 1.344301 0.0 0.0 0.0 0.255
O -2.067065 -3.203465 -0.000641 -0.1 0.1 0.1 -0.677
Cl -2.900056 -2.128800 0.332757 -0.1 -0.3 -0.2 2.516
O -2.398618 -1.423079 1.579579 0.2 0.3 -0.1 -0.761
O -4.262162 -2.412708 0.427890 0.2 0.2 0.0 -0.661
O -2.658806 -0.968820 -0.637569 0.1 -0.1 0.0 -0.774
```
Positions in Å, forces in eV/Å.

Its multiplicity is 1. The net charge is +1. The frontier orbital gap is 6.2 eV.

***

# 4
Here is C37H44InN2O8PSTe2 as an isolated structure from the Open Molecules 2025 dataset. Energies are from wB97M-V/def2-TZVPD.

```
96
Properties=species:S:1:pos:R:3:forces:R:3:mulliken_charge:R:1
In 0.400977 0.207194 0.441450 -0.1 0.4 0.4 0.904
O 3.662176 1.149014 3.645821 0.1 -0.1 -0.1 -0.621
C 2.611013 1.106199 2.747429 0.0 0.1 0.1 -0.051
O 2.608521 0.210171 1.883971 -0.1 0.0 0.0 -0.011
C 1.619371 2.097293 2.908344 0.1 0.1 -0.1 0.407
C 1.652530 3.100424 3.917316 0.1 -0.1 -0.1 -1.047
C 0.642083 4.008335 3.987316 -0.1 0.1 0.0 -0.236
C -0.434628 3.935396 3.065643 0.1 0.0 0.1 -0.877
C -0.409036 2.940755 2.113173 -0.1 0.0 0.1 0.554
N 0.579420 2.046973 2.001459 -0.1 -0.1 0.0 -0.096
C -1.580329 2.811419 1.138400 0.2 -0.2 -0.2 0.080
O -2.440706 3.690008 1.142611 -0.2 0.2 -0.1 -0.786
O -1.556419 1.785383 0.376245 0.2 0.0 0.1 -0.414
H 4.194975 0.380805 3.393055 -0.1 0.1 0.0 0.341
H 2.478804 3.115110 4.614139 0.0 0.0 0.0 0.425
H 0.654854 4.778262 4.750425 0.0 0.0 0.0 0.393
H -1.270580 4.617135 3.086135 0.0 0.0 0.0 0.482
C -0.116198 -3.413358 1.013984 0.0 0.1 -0.1 -0.745
C 1.254042 -3.140492 0.455293 0.1 0.0 -0.2 0.513
O 2.260965 -3.201696 1.209289 0.0 0.0 0.1 -0.691
N 1.341925 -2.874809 -0.851921 0.0 -0.2 0.2 -0.175
Te 3.311608 -2.879632 -1.059289 0.0 -0.3 -0.2 0.670
C 3.438716 -2.773315 -3.193901 0.1 0.0 0.1 0.127
C 4.757041 -2.775930 -3.670877 0.1 0.0 -0.1 0.798
C 5.963707 -2.730550 -2.761796 -0.1 0.0 0.0 -1.609
C 4.992347 -2.813675 -5.043495 0.0 0.0 0.0 -1.107
C 3.952698 -2.863364 -5.954999 0.0 0.0 0.0 0.554
C 4.209468 -2.919864 -7.436835 0.0 0.0 0.0 -1.557
C 2.656638 -2.867365 -5.459026 0.0 0.0 0.0 -1.039
C 2.366179 -2.824304 -4.098012 -0.1 0.0 -0.1 1.804
C 0.909785 -2.818235 -3.708124 0.0 -0.1 0.0 -1.488
C 4.029469 -0.942390 -0.622681 0.0 -0.1 0.0 1.479
C 3.677135 0.175069 -1.377622 0.0 0.1 0.0 0.866
C 2.704349 0.143365 -2.521519 0.0 0.0 -0.1 -0.990
C 4.254074 1.397946 -1.040083 0.0 0.0 0.0 -0.536
C 5.163181 1.520989 -0.003151 0.0 0.0 0.0 0.495
C 5.754507 2.854896 0.360585 0.0 0.0 0.0 -1.736
C 5.492834 0.384508 0.723580 0.0 0.0 0.0 -0.579
C 4.927895 -0.850349 0.446495 0.1 0.0 0.0 0.373
C 5.244527 -2.014458 1.344974 0.0 0.0 -0.1 -2.459
H -0.169284 -4.465496 1.298936 0.0 0.0 0.0 0.446
H -0.889866 -3.186427 0.283663 0.0 0.0 0.0 -0.042
H -0.262813 -2.806825 1.906105 0.0 0.0 0.0 0.217
H 5.994993 -3.589043 -2.085573 0.0 0.0 0.0 0.276
H 5.976645 -1.828615 -2.146475 0.0 0.0 0.0 0.275
H 6.878449 -2.745355 -3.352223 0.0 0.0 0.0 0.398
H 6.017094 -2.807123 -5.399306 0.0 0.0 0.0 0.251
H 5.273134 -3.021820 -7.649136 0.0 0.0 0.0 0.354
H 3.851983 -2.014540 -7.930981 0.0 0.0 0.0 0.312
H 3.689186 -3.764701 -7.890685 0.0 0.0 0.0 0.362
H 1.826736 -2.903909 -6.157110 0.0 0.0 0.0 0.325
H 0.294775 -2.925119 -4.600861 0.0 0.0 0.0 0.363
H 0.627132 -1.894752 -3.202679 0.0 0.0 0.0 0.199
H 0.669024 -3.614288 -3.006075 0.0 0.0 -0.1 0.260
H 1.893173 -0.561238 -2.340472 0.0 0.0 0.0 -0.589
H 3.203500 -0.136209 -3.453828 0.0 0.0 0.0 0.353
H 2.245080 1.120096 -2.645111 0.0 0.0 0.0 0.332
H 3.958941 2.278931 -1.599084 0.0 0.0 0.0 0.270
H 5.547172 3.600820 -0.405597 0.0 0.0 0.0 0.380
H 6.835756 2.783102 0.490008 0.0 0.0 0.0 0.374
H 5.331570 3.213162 1.301260 0.0 0.0 0.0 0.315
H 6.182115 0.469523 1.557777 0.0 0.0 0.0 0.385
H 5.983250 -1.722981 2.090326 0.0 0.0 0.0 0.457
H 5.647015 -2.870008 0.794842 0.0 0.0 0.0 0.310
H 4.335221 -2.345339 1.850784 0.0 0.0 0.0 0.527
C -0.600449 3.805476 -5.575979 0.0 0.0 0.0 -1.253
C -0.138489 2.783705 -4.561192 0.1 0.1 -0.1 -0.130
O -1.283018 2.298465 -3.851627 0.0 -0.1 0.0 -0.025
P -1.186876 2.218582 -2.229882 -0.1 0.1 -0.9 -0.521
O 0.127000 1.655763 -1.865475 -0.3 0.0 0.3 0.251
Te -3.395192 1.094010 -2.052504 0.2 -0.1 0.3 -0.115
O -1.331254 3.747700 -1.838280 0.1 -0.1 0.3 -0.159
C -2.578664 4.437841 -2.001217 0.0 0.0 0.0 -0.283
C -2.301107 5.909556 -1.828073 0.0 0.0 0.0 -1.406
H 0.248806 4.177292 -6.152667 0.0 0.0 0.0 0.392
H -1.075672 4.649215 -5.074463 0.0 0.0 0.0 0.225
H -1.322637 3.365950 -6.264081 0.0 0.0 0.0 0.289
H 0.587638 3.220412 -3.872198 0.0 0.0 0.0 0.230
H 0.342049 1.932388 -5.047230 0.0 0.0 0.0 0.332
H -3.257743 4.086668 -1.225581 -0.1 0.0 0.1 0.307
H -2.984620 4.224825 -2.997380 0.0 0.0 0.0 0.453
H -1.908122 6.085008 -0.827875 0.0 0.0 0.0 0.289
H -3.224732 6.477670 -1.948990 0.0 0.0 0.0 0.401
H -1.573263 6.259470 -2.561768 0.0 0.0 0.0 0.286
S -2.386515 -0.956449 -1.270064 -0.2 0.1 0.0 -0.037
C -3.465155 -2.144265 -2.039596 0.0 0.0 -0.1 0.628
C -3.898776 -3.204663 -1.247869 0.0 0.0 0.0 -0.526
C -4.689830 -4.207025 -1.792473 0.0 0.0 0.0 -0.629
C -5.072202 -4.152049 -3.123608 0.0 0.0 0.0 -0.436
C -4.639792 -3.095415 -3.915245 0.0 0.0 0.0 -0.578
C -3.832993 -2.102232 -3.383133 0.0 -0.1 0.0 -0.455
H -3.616709 -3.233299 -0.203862 0.0 0.0 0.0 0.431
H -5.019268 -5.025499 -1.165242 0.0 0.0 0.0 0.364
H -5.703926 -4.924448 -3.542462 0.0 0.0 0.0 0.362
H -4.926410 -3.046421 -4.958205 0.0 0.0 0.0 0.367
H -3.482986 -1.290546 -4.006421 0.0 0.0 0.0 0.418
```
Positions in Å, forces in eV/Å.

Its multiplicity is 2. The net charge is -1. The frontier orbital gap (alpha / beta) is 4.2 / 6.2 eV. As for the expectation value of S²: 0.76.

***

Going through the records in order, we get energy above the lowest of the compared OMol25 structures with the same formula, charge and spin values of 2.9, 0.0, 15.9, 38.8 kcal/mol.